This record from the OMol25 dataset describes a molecular structure, C5H8O2Pt. The level of theory is the ωB97M-V functional and the def2-TZVPD basis.

The LUMO energy (spin up / spin down) is -3.49 / -6.59 eV. As for the frontier orbital gap (spin up / spin down): 7.7 / 8.3 eV. The HOMO energy (spin up / spin down) is -11.2037 / -14.8718 eV.

The geometry in ORCA input format:
```
! wB97M-V def2-TZVPD RIJCOSX def2/J DEFGRID3
* xyz 1 4
Pt 1.2956 -2.1666 -0.3289
O -0.8578 0.0130 0.6047
O -0.0908 -0.7230 -1.3689
C -1.0724 -0.2973 4.7488
C 0.0841 0.5612 -2.0105
C 1.0330 0.3736 -3.1667
C -0.9242 -0.1393 3.5277
C -0.3227 -0.8925 -0.0624
H 0.9200 1.2158 -3.8618
H -0.9085 0.8976 -2.3348
H 0.4706 1.2807 -1.2782
H -0.7855 -0.1706 1.8831
H -1.1259 -0.5483 5.8022
H 2.0735 0.3431 -2.8174
H -0.6103 0.8103 4.3716
H 0.8214 -0.5576 -3.7085
*
```


This record from the OMol25 dataset describes a molecular structure, C5H8O2Ru. The level of theory is the ωB97M-V functional and the def2-TZVPD basis.

The LUMO energy (spin up / spin down) is -10.50 / -13.39 eV. As for the frontier orbital gap (spin up / spin down): 4.4 / 4.1 eV. The HOMO energy (spin up / spin down) is -14.8812 / -17.5172 eV.

The geometry in ORCA input format:
```
! wB97M-V def2-TZVPD RIJCOSX def2/J DEFGRID3
* xyz 2 7
Ru -1.3840 -1.7633 -2.1796
O 0.4368 0.5661 -1.7323
O -0.4438 0.1686 0.2070
C -0.4011 -0.1452 -1.0382
C 2.2717 2.0089 -1.8925
C 1.2115 1.6077 -1.2087
C -1.6837 -1.1490 2.0911
C -0.4548 -1.6484 1.6536
H -0.4555 -2.4444 0.9038
H -2.5771 -1.7483 1.8892
H 0.8812 2.0223 -0.2593
H 2.5504 1.5516 -2.8418
H 0.4495 -1.3342 2.1804
H -1.6886 -0.6319 3.0553
H 2.7990 2.9048 -1.5691
H -1.5116 0.0347 0.7411
*
```


This record from the OMol25 dataset describes C5H8O2S in the gas phase. The level of theory is the ωB97M-V functional and the def2-TZVPD basis.

The LUMO energy is 0.67 eV. As for the frontier orbital gap: 9.7 eV. The SMILES is O[C@@H]1[C@@H]2S[C@H]2C[C@@H]1O. The HOMO energy is -9.0177 eV. The value obtained for the energy above the lowest of the compared OMol25 structures with the same formula, charge and spin is 144.6 kcal/mol.

The geometry in ORCA input format:
```
! wB97M-V def2-TZVPD RIJCOSX def2/J DEFGRID3
* xyz 0 1
S -1.6424 0.8199 2.1131
O -1.3674 -0.7377 -0.9512
O 0.3964 0.0255 -1.9499
C -0.3830 -1.1225 -0.0357
C -0.4781 1.0457 0.7627
C -0.5601 -0.3013 1.2607
C 0.8891 0.9376 0.2960
C 0.9431 -0.3286 -0.5587
H -0.4132 -2.3291 0.1102
H -0.8925 1.1560 -0.1952
H -2.2676 -0.8181 -0.2990
H 0.1206 -0.8236 1.8811
H 0.9061 0.7412 -2.6367
H 1.2939 1.8264 -0.3447
H 1.6533 0.8291 1.1189
H 1.8019 -0.9205 -0.5715
*
```


This record from the OMol25 dataset describes a molecular structure, C5H8O2S. The level of theory is the ωB97M-V functional and the def2-TZVPD basis.

The LUMO energy is 0.86 eV. As for the frontier orbital gap: 10.7 eV. The HOMO energy is -9.8776 eV. The value obtained for the energy above the lowest of the compared OMol25 structures with the same formula, charge and spin is 64.0 kcal/mol.

The geometry in ORCA input format:
```
! wB97M-V def2-TZVPD RIJCOSX def2/J DEFGRID3
* xyz 0 1
S -0.3835 -0.0187 -1.3348
O -0.3151 1.4013 -1.4977
O -0.1900 -0.7688 -2.5258
C -1.8575 -0.3842 -0.2469
C 1.1234 0.6817 0.7874
C -0.9392 -0.8957 0.8559
C 2.2369 1.0359 0.1935
C 0.3954 -0.6038 0.2124
H -2.7309 -0.9436 -0.5614
H 2.8045 1.9911 0.4911
H 0.5603 1.0930 1.5982
H -1.2125 -1.9257 1.1351
H -1.0072 -0.3126 1.7248
H 1.0557 -1.4370 -0.2573
H 2.6606 0.5040 -0.6194
H -2.2008 0.5833 0.0450
*
```


This record from the OMol25 dataset describes C5H8O2S2 in the gas phase. The level of theory is the ωB97M-V functional and the def2-TZVPD basis.

The LUMO energy is 0.53 eV. As for the frontier orbital gap: 9.4 eV. The HOMO energy is -8.8332 eV. The value obtained for the energy above the lowest of the compared OMol25 structures with the same formula, charge and spin is 60.3 kcal/mol.

The geometry in ORCA input format:
```
! wB97M-V def2-TZVPD RIJCOSX def2/J DEFGRID3
* xyz 0 1
S 3.1430 -1.6430 0.4240
S 2.2113 1.3487 -0.6090
O 3.5061 1.6692 0.0112
O 0.9033 -1.0384 -1.3012
C 1.6507 -0.4431 -0.3936
C 1.1178 0.5745 0.6748
C -0.5505 -1.0390 -1.0723
C -1.1053 0.2486 -0.6159
C -0.3596 0.8065 0.6108
H -0.5220 1.8842 0.6856
H -2.1787 0.2592 -0.4260
H -0.9159 0.2753 1.3815
H 1.5331 0.7644 1.6197
H 4.0173 -0.9108 -0.0430
H -0.8469 -1.4698 -2.1582
H -0.8966 0.9484 -1.3468
H -0.6266 -1.7661 -0.2080
*
```


This record from the OMol25 dataset describes C5H8O3 in the gas phase. The level of theory is the ωB97M-V functional and the def2-TZVPD basis.

The LUMO energy is 1.02 eV. As for the frontier orbital gap: 10.7 eV. The SMILES is C1OCO[C@H]2C[C@@H]2O1. The HOMO energy is -9.6911 eV. The value obtained for the energy above the lowest of the compared OMol25 structures with the same formula, charge and spin is 133.0 kcal/mol.

The geometry in ORCA input format:
```
! wB97M-V def2-TZVPD RIJCOSX def2/J DEFGRID3
* xyz 0 1
O -0.5708 -0.3194 -1.5568
O -1.4508 -0.8951 0.5575
O 1.0779 1.1840 -0.5109
C 0.6835 0.2638 0.5824
C -0.6665 0.3655 0.7723
C 0.0476 0.6868 2.0728
C -0.9259 -1.3505 -0.6819
C 0.6963 0.4075 -1.6130
H 0.2148 1.7605 2.2500
H 1.5383 -0.4430 -1.7495
H -1.1302 1.4060 0.3898
H 1.3766 -0.6106 0.6528
H -0.0533 -2.0799 -0.2807
H 0.2837 -0.0702 2.8328
H -1.7578 -1.6277 -1.2760
H 0.6367 1.3224 -2.4416
*
```


This record from the OMol25 dataset describes C5H8O3 in the gas phase. The level of theory is the ωB97M-V functional and the def2-TZVPD basis.

The LUMO energy is 0.67 eV. As for the frontier orbital gap: 10.5 eV. The SMILES is C[C@@]1(C(=O)O)C[C@H]1O. The HOMO energy is -9.8721 eV. The value obtained for the energy above the lowest of the compared OMol25 structures with the same formula, charge and spin is 65.4 kcal/mol.

The geometry in ORCA input format:
```
! wB97M-V def2-TZVPD RIJCOSX def2/J DEFGRID3
* xyz 0 1
O 2.3233 0.6176 -0.1596
O 1.4310 -1.4267 -0.1881
O -2.2679 -0.1424 -0.8909
C -1.1486 -0.6598 -0.2168
C 1.2465 -0.2592 -0.1040
C -0.9838 -0.4882 1.2216
C -0.1796 0.3107 0.2809
C -0.3285 1.8000 0.0855
H -0.6654 -1.6198 -0.4960
H -0.4459 -1.3307 1.7795
H -0.2071 1.8688 -1.1363
H 0.7348 2.4135 0.4545
H -3.0017 -0.2931 -0.0964
H 3.0973 -0.0723 -0.3007
H -1.8148 0.1323 1.6391
H -1.2254 2.2932 0.4629
*
```


This record from the OMol25 dataset describes 2 unconnected molecules or ions with the total composition C5H8O3. The level of theory is the ωB97M-V functional and the def2-TZVPD basis.

The LUMO energy is 0.67 eV. As for the frontier orbital gap: 9.8 eV. The SMILES is CC(=O)O.CC#CO. The HOMO energy is -9.1260 eV. The value obtained for the energy above the lowest of the compared OMol25 structures with the same formula, charge and spin is 46.5 kcal/mol.

The geometry in ORCA input format:
```
! wB97M-V def2-TZVPD RIJCOSX def2/J DEFGRID3
* xyz 0 1
O -1.5114 1.9464 0.0900
O 1.8259 2.6630 -0.1548
O -1.0625 -0.2256 -0.1188
C 3.0980 -1.0745 -0.0021
C -3.3329 0.4044 -0.2008
C 2.5505 0.2685 -0.0800
C -1.8968 0.8155 -0.0560
C 2.2680 1.4349 -0.0972
H 2.3884 -1.7367 0.4955
H -3.4453 -0.6518 0.0218
H -0.1309 0.0506 -0.0523
H -3.6476 0.5895 -1.2252
H 4.0267 -1.0683 0.5693
H 0.8767 2.7315 0.0265
H -3.9521 1.0066 0.4594
H 3.2988 -1.4614 -1.0020
*
```


This record from the OMol25 dataset describes a molecular structure, C5H8O3. The level of theory is the ωB97M-V functional and the def2-TZVPD basis.

The LUMO energy is -0.28 eV. As for the frontier orbital gap: 9.5 eV. The HOMO energy is -9.7384 eV. The value obtained for the energy above the lowest of the compared OMol25 structures with the same formula, charge and spin is 176.1 kcal/mol.

The geometry in ORCA input format:
```
! wB97M-V def2-TZVPD RIJCOSX def2/J DEFGRID3
* xyz 0 1
O 1.6459 0.8788 -0.3665
O 0.8362 -1.3464 0.2869
O -1.9846 -1.0270 -0.7292
C -1.0841 1.3567 -0.0354
C 0.1970 0.6105 -0.3764
C 1.9861 -0.4576 -0.2256
C -0.0622 -0.3506 0.7353
C -1.5315 -0.0979 0.3520
H 2.7776 -0.6927 0.5156
H -0.8291 -2.0366 -0.9060
H -0.0555 0.0942 -1.3492
H -1.7415 1.8553 -0.6570
H 2.4183 -0.7168 -1.1610
H -0.7896 1.9325 0.9013
H -2.1429 -0.1217 1.3113
H 0.3599 0.1194 1.7039
*
```


This record from the OMol25 dataset describes 2 unconnected molecules or ions with the total composition C5H8O3. The level of theory is the ωB97M-V functional and the def2-TZVPD basis.

The LUMO energy is -0.20 eV. As for the frontier orbital gap: 9.3 eV. The HOMO energy is -9.5283 eV. The value obtained for the energy above the lowest of the compared OMol25 structures with the same formula, charge and spin is 189.0 kcal/mol.

The geometry in ORCA input format:
```
! wB97M-V def2-TZVPD RIJCOSX def2/J DEFGRID3
* xyz 0 1
O 2.4879 -0.3703 -0.6978
O -0.2789 -1.6422 -0.0366
O -1.7775 0.3195 -0.4534
C 1.8248 -0.0314 0.4981
C -1.5685 -0.9970 -0.2134
C 0.5175 -0.6655 0.6157
C -0.8000 1.2777 0.0880
C 0.5869 0.6731 -0.0505
H 0.8677 0.6962 -1.1815
H -2.0717 -1.1307 0.8593
H 1.8579 0.1219 -1.8203
H -0.8724 2.1109 -0.5109
H 2.3612 0.4913 1.2371
H 0.0854 -0.6526 1.7051
H -1.2205 1.5507 1.0796
H -1.9999 -1.7516 -1.1184
*
```


We obtain DFT total energy values of -464.4987, -439.5818, -743.7570, -743.8854, -1142.0444, -420.8442, -420.9519, -420.9820, -420.7755, -420.7548 Eh for the records listed above, in that order.
We obtain max |F| values of 2.5, 5.3, 7.0, 3.6, 5.1, 5.8, 5.1, 1.0, 5.2, 5.9 eV/A for the records listed above, in that order.